Record 1
Density functional theory data (ωB97M-V with the def2-TZVPD basis set) for an isolated molecule of C2ClF3.

XYZ file:
```
6
Properties=species:S:1:pos:R:3
F -0.611 -1.583 0.000
C -0.611 -0.240 -0.011
F -1.943 0.210 0.100
C 0.571 0.409 -0.021
F 0.641 1.723 -0.110
Cl 1.953 -0.519 0.042
```

For the total energy, the calculation gives -835.93993 Ha. As for the gap between HOMO and LUMO: 10.577 eV. The lowest unoccupied orbital energy is 0.710 eV. As for the structure (SMILES): FC(F)=C(F)Cl. The value obtained for the relative energy (zero: lowest compared OMol25 entry of this formula, charge and spin) is 39.7 kJ/mol.



Record 2
Density functional theory data (ωB97M-V with the def2-TZVPD basis set) for a structure of composition C25H64HgO27S8.

XYZ file:
```
125
Properties=species:S:1:pos:R:3
Hg -0.297 -0.662 -0.094
C 0.004 -1.338 2.547
O -1.055 -1.348 1.919
O 0.087 -1.129 3.773
O 0.956 -1.322 1.780
O -0.615 0.002 -2.268
S -0.136 0.185 -3.659
O -0.283 -0.852 -4.650
O -0.821 1.593 -4.252
C -0.814 1.847 -5.597
C -2.153 1.871 -6.287
C 1.597 0.893 -3.606
H -0.216 1.154 -6.189
H -0.338 2.789 -5.870
H -2.685 0.969 -5.985
H -2.126 1.955 -7.373
H -2.728 2.619 -5.741
H 2.343 0.522 -4.310
H 2.092 0.653 -2.665
H 1.672 1.972 -3.742
O 1.199 -2.111 -1.464
S 1.865 -3.033 -2.336
O 1.320 -4.368 -2.717
O 2.544 -2.252 -3.656
C 2.843 -2.908 -4.863
C 2.512 -1.879 -5.958
C 3.596 -3.286 -1.458
H 2.283 -3.842 -4.903
H 3.790 -3.430 -4.729
H 2.817 -2.242 -6.940
H 2.985 -0.917 -5.764
H 1.463 -1.604 -5.848
H 3.373 -4.168 -0.858
H 3.879 -2.349 -0.979
H 4.235 -3.752 -2.209
O -4.910 -0.630 0.483
S -3.895 0.425 0.215
O -2.599 0.004 -0.422
O -4.525 1.724 -0.598
C -5.678 2.363 0.099
C -6.937 2.281 -0.736
C -3.535 1.275 1.841
H -5.694 3.442 0.254
H -5.826 1.925 1.086
H -7.084 1.201 -0.736
H -6.729 2.577 -1.764
H -7.919 2.519 -0.327
H -2.719 0.660 2.218
H -4.511 1.251 2.326
H -3.112 2.207 1.468
O -0.751 -4.957 -0.990
S -1.732 -3.976 -0.496
O -1.479 -2.562 -0.664
O -3.161 -4.347 -1.262
C -4.209 -3.459 -1.043
C -4.317 -2.449 -2.192
C -2.224 -4.370 1.273
H -4.180 -2.904 -0.105
H -5.099 -4.088 -1.039
H -4.352 -2.931 -3.170
H -3.385 -1.887 -2.244
H -5.100 -1.699 -2.077
H -2.427 -5.440 1.311
H -2.974 -3.658 1.618
H -1.324 -4.265 1.880
O -2.831 2.445 5.044
S -1.589 3.068 4.501
O -1.624 3.841 3.279
O -0.744 3.957 5.605
C -1.463 4.594 6.758
C -2.142 5.793 6.115
C -0.211 1.813 4.280
H -0.605 4.811 7.394
H -2.206 3.921 7.186
H -1.405 6.249 5.454
H -2.450 6.488 6.897
H -3.036 5.649 5.509
H -0.310 1.126 5.121
H 0.794 2.219 4.397
H -0.332 1.348 3.302
O 1.853 0.437 -0.169
S 3.205 0.869 0.227
O 4.116 1.261 -0.866
O 3.098 2.108 1.202
C 4.325 2.759 1.652
C 4.177 4.237 1.802
C 3.972 -0.325 1.354
H 5.115 2.679 0.905
H 4.841 2.241 2.461
H 3.549 4.313 2.690
H 3.466 4.765 1.165
H 5.053 4.862 1.973
H 3.228 -0.498 2.131
H 4.789 0.077 1.954
H 4.269 -1.244 0.849
O -0.523 1.830 0.649
S -0.411 2.945 -0.265
O 0.339 2.821 -1.563
O -1.960 3.378 -0.486
C -2.453 4.388 -1.444
C -2.431 3.923 -2.869
C 0.422 4.425 0.667
H -1.858 5.284 -1.267
H -3.488 4.591 -1.166
H -1.414 4.084 -3.227
H -2.916 4.605 -3.567
H -2.787 2.927 -3.132
H -0.258 4.660 1.485
H 0.562 5.280 0.006
H 1.363 4.095 1.106
O 6.837 -5.464 1.932
S 6.034 -5.905 3.031
O 6.428 -5.708 4.430
O 4.573 -5.103 3.131
C 3.917 -4.760 1.850
C 2.398 -4.584 1.846
C 5.438 -7.635 2.896
H 4.204 -5.476 1.081
H 4.426 -3.852 1.526
H 1.832 -5.136 2.596
H 2.027 -4.845 0.855
H 2.205 -3.529 2.043
H 6.376 -8.186 2.968
H 4.880 -7.692 1.961
H 4.530 -7.687 3.495
```

For the total energy, the calculation gives -6360.93624 Ha. As for the gap between HOMO and LUMO: 6.318 eV. The lowest unoccupied orbital energy is 0.156 eV. The value obtained for the relative energy (zero: lowest compared OMol25 entry of this formula, charge and spin) is 745.0 kJ/mol.



Record 3
Density functional theory data (ωB97M-V with the def2-TZVPD basis set) for an isolated molecule of C15H22N2O4.

XYZ file:
```
43
Properties=species:S:1:pos:R:3
C -6.678 -0.782 0.051
O -5.386 -1.337 -0.023
C -4.319 -0.495 -0.015
C -4.388 0.890 0.060
C -3.213 1.614 0.056
C -1.960 1.019 -0.035
C -0.802 1.963 -0.025
O -0.925 3.102 0.395
N 0.352 1.518 -0.569
C 1.547 2.325 -0.565
C 2.564 1.844 0.479
N 3.125 0.559 0.082
C 2.790 -0.535 0.976
C 3.269 -1.844 0.347
O 4.656 -1.826 0.110
C 4.994 -0.753 -0.738
C 4.558 0.587 -0.145
C -1.897 -0.386 -0.099
O -0.665 -0.980 -0.153
C -0.592 -2.388 -0.149
C -3.073 -1.117 -0.086
H -7.363 -1.628 0.029
H -6.822 -0.224 0.981
H -6.883 -0.128 -0.802
H -5.331 1.407 0.124
H -3.239 2.691 0.125
H 0.452 0.544 -0.805
H 1.235 3.346 -0.335
H 2.005 2.292 -1.557
H 2.064 1.770 1.449
H 3.355 2.596 0.568
H 1.707 -0.567 1.110
H 3.270 -0.417 1.965
H 3.083 -2.688 1.014
H 2.738 -1.999 -0.606
H 6.078 -0.789 -0.861
H 4.509 -0.888 -1.717
H 4.790 1.386 -0.852
H 5.117 0.764 0.791
H -1.073 -2.816 -1.033
H 0.470 -2.627 -0.163
H -1.045 -2.809 0.754
H -3.074 -2.194 -0.132
```

For the total energy, the calculation gives -995.22889 Ha. As for the gap between HOMO and LUMO: 9.196 eV. The lowest unoccupied orbital energy is 0.707 eV. As for the structure (SMILES): COc1ccc(C(=O)NCCN2CCOCC2)c(OC)c1. The value obtained for the relative energy (zero: lowest compared OMol25 entry of this formula, charge and spin) is 243.3 kJ/mol.



Among the records above, which one has the highest relative energy (zero: lowest compared OMol25 entry of this formula, charge and spin)? C25H64HgO27S8



Among the records above, which one has the highest lowest unoccupied orbital energy? C2ClF3



Which value of lowest unoccupied orbital energy does entry 1 give? 0.710 eV



Look up the lowest unoccupied orbital energy of the second one. 0.156 eV